(1)
88
Properties=species:S:1:pos:R:3:lowdin_charge:R:1 method="wB97M-V/def2-TZVPD" e_tot_ha=-3411.76170 molar_mass_g_mol=739.6 orbital_gap_ev=7.31 relative_energy_kj_mol=0.0 multiplicity=1 total_charge=-1
C -1.631 -1.890 -3.729 -0.070
C -1.196 -2.813 -2.639 -0.228
H -1.708 -2.369 -4.709 0.059
H -0.897 -1.079 -3.786 0.030
H -2.602 -1.436 -3.490 0.086
C -0.723 -4.056 -2.845 -0.123
C -0.579 -4.696 -4.199 -0.118
H -0.402 -4.679 -2.004 0.097
H -0.600 -3.947 -5.000 0.053
H -1.361 -5.440 -4.423 0.068
H 0.383 -5.225 -4.261 0.062
Cd -0.275 1.133 -0.796 1.061
Cl -2.488 1.035 0.320 -0.263
Cl 1.749 2.274 -1.638 -0.053
H 0.866 5.551 3.485 0.085
H -1.470 6.359 2.836 0.085
C 1.016 5.181 2.468 -0.037
C -1.232 6.043 1.811 -0.056
N -0.274 4.950 1.836 -0.190
H 1.608 4.263 2.486 0.090
C -0.519 3.797 1.196 -0.355
O 0.357 2.926 0.994 -0.174
H -2.144 5.715 1.297 0.090
H -1.568 3.645 0.876 0.080
H 1.565 5.971 1.946 0.088
H -0.799 6.910 1.291 0.087
H 1.657 -1.068 -2.998 0.077
H 2.278 -3.659 -2.013 0.078
C 2.661 -0.853 -2.608 -0.079
C 3.208 -3.118 -1.772 -0.070
N 2.939 -1.717 -1.481 -0.188
H 2.696 0.199 -2.308 -0.022
C 2.921 -1.279 -0.191 -0.345
O 2.558 -0.163 0.191 -0.070
H 3.661 -3.582 -0.887 0.080
H 3.272 -2.077 0.519 0.134
H 3.398 -1.065 -3.394 0.080
H 3.887 -3.194 -2.632 0.081
O -0.209 -1.138 -1.269 -0.353
C -1.145 -2.123 -1.260 -0.478
C 0.194 -3.585 0.402 -0.058
C -1.029 -3.120 -0.087 -0.181
H 1.138 -3.223 -0.024 0.089
C 0.218 -4.546 1.430 -0.108
H -2.141 -1.652 -1.149 0.098
C -2.220 -3.614 0.465 -0.045
H 1.182 -4.942 1.774 0.103
C -0.975 -5.022 1.982 -0.120
C -2.205 -4.544 1.504 -0.089
H -3.149 -3.233 0.024 0.119
H -0.948 -5.781 2.768 0.094
H -3.154 -4.896 1.919 0.096
Si -0.550 3.770 -3.653 0.190
Cl -1.049 1.661 -3.461 0.230
C 1.232 4.394 -3.789 -0.271
C -1.712 4.457 -2.352 -0.228
C -1.182 4.422 -5.296 -0.238
H 1.890 4.054 -2.969 -0.098
H 1.267 5.502 -3.790 0.034
H 1.686 4.054 -4.737 0.033
H -0.492 4.171 -6.110 0.025
H -1.210 5.521 -5.215 0.034
H -2.188 4.070 -5.555 0.025
H -1.705 3.897 -1.413 -0.019
H -2.748 4.447 -2.740 0.042
H -1.452 5.504 -2.155 0.029
C 0.061 0.925 3.326 -0.188
N 0.088 -0.257 2.468 -0.087
C -1.084 -1.104 2.742 -0.180
N -1.092 -1.548 4.156 -0.083
C -1.093 -0.326 5.017 -0.178
N 0.077 0.541 4.767 -0.096
C 1.312 -0.265 4.994 -0.172
N 1.367 -1.472 4.123 -0.091
C 1.297 -1.030 2.715 -0.186
C 0.166 -2.286 4.416 -0.176
H -0.857 1.484 3.113 0.105
H 0.945 1.537 3.106 0.114
H -1.013 -1.998 2.100 0.098
H -1.985 -0.533 2.484 0.066
H -1.069 -0.651 6.067 0.111
H -2.003 0.248 4.794 0.119
H 2.186 0.363 4.768 0.117
H 1.313 -0.607 6.040 0.111
H 1.281 -1.926 2.077 0.101
H 2.166 -0.406 2.467 0.113
H 0.198 -2.557 5.483 0.113
H 0.188 -3.185 3.786 0.100


(2)
121
Properties=species:S:1:pos:R:3:lowdin_charge:R:1 method="wB97M-V/def2-TZVPD" e_tot_ha=-3910.64463 molar_mass_g_mol=1019.8 orbital_gap_ev=8.46 multiplicity=1 total_charge=+1
C 1.957 -3.265 1.733 -0.078
C 1.268 -1.897 1.559 -0.162
C 2.141 -0.924 0.770 -0.289
C 2.590 -1.483 -0.575 0.002
N 1.421 0.350 0.543 0.081
C 0.129 0.393 0.045 0.073
C -0.188 1.703 -0.077 -0.169
C -1.492 2.216 -0.625 -0.063
C -1.879 1.384 -1.843 -0.234
C -3.072 0.673 -1.854 -0.032
C -3.393 -0.103 -2.966 -0.059
C -2.507 -0.156 -4.034 -0.092
C -1.321 0.568 -4.034 -0.062
C -0.995 1.339 -2.927 -0.042
N 0.883 2.452 0.352 0.235
C 1.844 1.582 0.713 -0.133
C 3.232 1.958 1.194 -0.425
F 3.252 3.317 1.167 0.123
F 3.431 1.513 2.442 0.136
C 4.284 1.453 0.231 -0.121
C 5.216 0.491 0.582 -0.016
C 6.135 0.023 -0.349 -0.023
C 6.121 0.522 -1.647 0.022
C 5.184 1.495 -1.980 -0.092
C 5.177 2.030 -3.395 -0.611
F 5.118 1.023 -4.271 0.159
F 4.103 2.800 -3.625 0.140
F 6.251 2.755 -3.667 0.180
C 4.263 1.975 -1.066 0.059
H 1.330 -4.014 1.264 0.071
H 2.933 -3.324 1.274 0.044
H 2.027 -3.525 2.782 0.050
H 1.115 -1.470 2.549 0.117
H 0.312 -2.044 1.067 0.107
H 2.995 -0.715 1.404 0.126
H 1.749 -1.988 -1.052 0.103
H 2.925 -0.700 -1.253 0.084
H 3.367 -2.225 -0.449 0.080
H -0.462 -0.458 -0.216 0.154
H -1.424 3.267 -0.905 0.093
H -2.281 2.086 0.112 0.107
H -3.716 0.753 -0.995 0.086
H -4.306 -0.675 -3.003 0.101
H -2.772 -0.783 -4.869 0.084
H -0.662 0.499 -4.887 0.106
H -0.075 1.906 -2.898 0.112
H 0.910 3.459 0.363 0.187
H 5.206 0.094 1.586 0.112
H 6.866 -0.727 -0.095 0.109
H 6.812 0.156 -2.388 0.133
H 3.527 2.711 -1.345 0.133
C 7.215 -2.616 3.196 0.061
N 5.765 -2.916 3.030 -0.431
O 5.278 -2.791 1.922 0.051
O 5.163 -3.268 4.021 0.064
H 7.617 -2.319 2.236 0.090
H 7.299 -1.816 3.926 0.106
H 7.693 -3.521 3.560 0.108
C -5.304 3.702 1.864 0.062
N -4.885 2.522 1.066 -0.428
O -4.536 1.519 1.660 0.063
O -4.920 2.620 -0.143 0.028
H -5.225 3.445 2.913 0.100
H -4.647 4.526 1.603 0.081
H -6.332 3.925 1.588 0.093
C -2.833 7.101 -1.893 0.060
N -3.294 5.921 -1.111 -0.423
O -2.763 4.844 -1.328 0.035
O -4.174 6.107 -0.306 0.087
H -2.050 6.781 -2.569 0.095
H -3.693 7.483 -2.436 0.108
H -2.468 7.837 -1.183 0.104
C 2.361 -3.544 6.386 0.042
N 0.919 -3.867 6.212 -0.451
O 0.455 -3.761 5.089 0.042
O 0.308 -4.214 7.193 0.093
H 2.762 -3.251 5.422 0.068
H 2.433 -2.728 7.099 0.103
H 2.852 -4.436 6.762 0.106
C -8.312 0.757 -0.811 0.055
N -8.644 1.694 0.297 -0.443
O -9.370 1.300 1.179 0.087
O -8.155 2.806 0.231 0.043
H -8.812 -0.186 -0.623 0.096
H -8.658 1.211 -1.736 0.100
H -7.231 0.637 -0.820 0.090
C -5.248 -0.777 -7.885 0.056
N -4.802 -0.269 -6.558 -0.441
O -5.084 -0.925 -5.575 0.054
O -4.182 0.773 -6.550 0.065
H -5.784 -1.706 -7.733 0.096
H -5.890 -0.018 -8.322 0.104
H -4.360 -0.927 -8.491 0.103
C 4.189 -7.078 -0.243 0.049
N 3.112 -6.093 -0.554 -0.428
O 3.197 -5.470 -1.592 0.067
O 2.216 -5.973 0.255 0.041
H 4.905 -7.063 -1.055 0.096
H 4.647 -6.775 0.692 0.090
H 3.725 -8.054 -0.143 0.099
C 0.816 2.789 3.914 0.038
N 0.371 3.817 4.894 -0.453
O -0.315 3.451 5.820 0.088
O 0.737 4.954 4.682 0.071
H 0.420 1.826 4.218 0.100
H 0.429 3.081 2.943 0.081
H 1.901 2.785 3.916 0.088
C 3.008 -6.095 3.568 0.045
N 2.972 -7.578 3.443 -0.434
O 2.823 -8.032 2.327 0.059
O 3.093 -8.221 4.461 0.082
H 2.892 -5.671 2.579 0.056
H 2.189 -5.798 4.216 0.092
H 3.967 -5.825 4.002 0.095
C -5.661 3.250 -3.505 0.049
N -6.966 3.919 -3.753 -0.450
O -7.831 3.283 -4.319 0.062
O -7.074 5.063 -3.367 0.064
H -5.704 2.243 -3.903 0.087
H -4.894 3.832 -4.007 0.102
H -5.505 3.240 -2.431 0.074


(3)
70
Properties=species:S:1:pos:R:3:lowdin_charge:R:1 method="wB97M-V/def2-TZVPD" e_tot_ha=-6377.53502 molar_mass_g_mol=663.4 orbital_gap_ev=4.94 multiplicity=1 total_charge=-2
Ga -0.210 -0.347 0.079 0.207
O -0.598 -0.042 2.004 -0.178
N -1.505 -0.798 2.568 0.056
N -2.294 -1.376 1.728 -0.223
O -2.168 -1.204 0.438 -0.171
C -3.299 -2.218 2.177 -0.178
C -3.570 -2.400 3.539 -0.013
C -4.597 -3.241 3.916 -0.101
C -5.363 -3.904 2.967 -0.110
C -5.096 -3.721 1.617 -0.088
C -4.073 -2.888 1.221 -0.005
H -2.982 -1.882 4.278 0.105
H -4.821 -3.370 4.966 0.095
H -6.150 -4.576 3.283 0.090
H -5.707 -4.217 0.872 0.100
H -3.836 -2.726 0.180 0.116
C 3.124 0.713 1.744 -0.228
Si 2.170 0.207 0.144 0.536
C 2.983 1.288 -1.242 -0.217
C 2.952 -1.538 -0.176 -0.310
C 4.338 -1.616 -0.139 -0.130
C 5.010 -2.820 -0.228 -0.119
C 4.282 -3.990 -0.358 -0.127
C 2.902 -3.925 -0.413 -0.133
C 2.218 -2.717 -0.332 -0.313
Si 0.295 -2.708 -0.445 0.601
C -0.154 -3.927 -1.884 -0.233
C -0.164 -3.766 1.118 -0.223
H 4.032 1.256 1.496 0.009
H 3.396 -0.152 2.344 0.012
H 2.501 1.361 2.346 -0.021
H 4.063 1.345 -1.111 0.006
H 2.594 2.300 -1.206 -0.010
H 2.783 0.886 -2.234 0.011
H 4.902 -0.702 -0.026 0.086
H 6.094 -2.848 -0.183 0.086
H 4.793 -4.944 -0.415 0.083
H 2.339 -4.842 -0.512 0.082
H 0.118 -4.950 -1.646 0.001
H 0.358 -3.653 -2.800 0.006
H -1.220 -3.908 -2.085 0.000
H 0.330 -4.734 1.145 0.009
H -1.236 -3.945 1.166 -0.001
H 0.114 -3.221 2.018 0.016
N -1.083 0.794 -1.241 0.114
C -2.095 1.399 -1.169 -0.319
N -3.076 2.148 -1.268 0.113
C -4.344 2.025 -1.145 -0.429
N -5.499 2.011 -1.103 0.054
C 2.968 8.789 -0.457 -0.087
C 2.464 7.388 -0.232 -0.313
C 1.500 6.809 -1.045 -0.047
C 0.973 5.558 -0.765 -0.327
C -0.041 4.932 -1.668 -0.119
C 1.390 4.864 0.385 -0.594
Se 0.460 3.305 0.950 0.563
C 2.442 5.392 1.146 -0.325
C 3.058 4.632 2.282 -0.106
C 2.950 6.642 0.833 -0.055
H 2.487 9.241 -1.324 0.059
H 4.050 8.800 -0.608 0.064
H 2.754 9.417 0.412 0.065
H 1.136 7.358 -1.910 0.098
H -0.282 5.573 -2.518 0.061
H -0.945 4.711 -1.102 0.042
H 0.335 3.975 -2.032 0.065
H 2.358 3.897 2.671 0.000
H 3.367 5.306 3.080 0.062
H 3.938 4.096 1.919 0.076
H 3.740 7.052 1.455 0.104